[1]
ORCA calculation (ωB97M-V with the def2-TZVPD basis set) on a structure of composition C42H101Li3N9O13 at a distorted geometry.

```
! RIJCOSX wB97M-V def2-TZVPD def2/J DEFGRID3
* xyz 1 1
Li -0.37 0.07 4.14
Li 2.62 -0.69 3.81
Li -0.16 0.19 -3.97
C -1.20 0.73 -0.06
C -0.59 0.62 -1.36
C 0.83 -0.04 -1.48
O 1.29 -0.19 -2.63
C 1.47 -0.40 -0.29
C 0.95 -0.08 0.96
C -0.50 0.37 1.05
O -1.08 0.44 2.20
O 1.71 -0.24 1.96
O -1.18 0.85 -2.42
H -2.26 0.93 -0.05
H 2.46 -0.85 -0.37
C -6.11 2.15 3.22
C -4.97 1.42 2.52
C -5.24 1.28 1.00
O -6.12 0.20 0.82
C -6.25 -0.15 -0.54
N -3.68 2.03 2.86
H -6.12 3.20 2.91
H -6.02 2.03 4.30
H -7.08 1.75 2.94
H -5.01 0.37 2.86
H -4.29 1.05 0.51
H -5.66 2.24 0.69
H -6.09 0.69 -1.22
H -7.23 -0.58 -0.75
H -5.54 -0.95 -0.78
H -3.78 3.03 2.68
H -2.99 1.58 2.27
C 3.63 -3.40 1.48
C 2.60 -3.63 2.57
C 2.52 -5.07 2.99
O 1.45 -5.22 3.90
C 1.13 -6.59 4.15
N 2.82 -2.70 3.72
H 3.83 -2.34 1.32
H 3.15 -3.73 0.55
H 4.57 -3.94 1.55
H 1.61 -3.35 2.21
H 3.44 -5.40 3.50
H 2.37 -5.71 2.11
H 0.17 -6.62 4.67
H 1.93 -6.98 4.78
H 0.96 -7.12 3.21
H 2.18 -3.04 4.45
H 3.74 -2.91 4.11
C 5.23 0.82 2.28
C 5.65 -0.06 3.45
C 6.98 0.42 4.01
O 7.34 -0.44 5.07
C 8.53 -0.02 5.72
N 4.55 -0.06 4.43
H 6.01 0.95 1.53
H 4.90 1.79 2.66
H 4.36 0.39 1.78
H 5.80 -1.08 3.09
H 6.95 1.48 4.29
H 7.72 0.29 3.21
H 9.37 -0.16 5.04
H 8.67 -0.68 6.58
H 8.45 1.01 6.07
H 4.74 -0.60 5.28
H 4.59 0.90 4.80
C -5.12 4.08 -2.36
C -3.70 3.54 -2.47
C -2.93 3.70 -1.14
O -2.91 5.02 -0.64
C -2.02 5.87 -1.38
N -3.81 2.11 -2.80
H -5.66 3.70 -1.49
H -5.72 3.88 -3.24
H -4.97 5.15 -2.16
H -3.16 4.06 -3.26
H -1.93 3.25 -1.19
H -3.51 3.15 -0.39
H -1.07 5.36 -1.56
H -1.85 6.75 -0.77
H -2.47 6.03 -2.37
H -2.88 1.67 -2.82
H -4.23 1.61 -2.01
C 2.24 4.69 -1.37
C 2.54 3.89 -0.11
C 1.26 3.59 0.69
O 0.69 4.74 1.22
C -0.43 4.50 2.04
N 3.12 2.63 -0.53
H 1.96 5.72 -1.14
H 1.35 4.33 -1.89
H 3.10 4.75 -2.04
H 3.21 4.45 0.54
H 1.51 2.90 1.52
H 0.59 2.99 0.06
H -0.74 5.47 2.42
H -0.22 3.85 2.90
H -1.29 4.09 1.49
H 3.19 1.97 0.25
H 2.45 2.15 -1.13
C 0.94 -2.83 -4.85
C 0.20 -1.88 -5.81
C -0.27 -2.63 -7.04
O -0.98 -1.70 -7.83
C -1.37 -2.15 -9.09
N -0.95 -1.29 -5.09
H 0.27 -3.67 -4.66
H 1.25 -2.38 -3.91
H 1.87 -3.14 -5.33
H 0.90 -1.15 -6.25
H -0.96 -3.44 -6.77
H 0.55 -3.10 -7.59
H -1.78 -3.17 -9.06
H -0.53 -2.12 -9.80
H -2.18 -1.56 -9.51
H -1.63 -1.08 -5.82
H -1.48 -2.02 -4.58
C -5.27 -2.37 -3.40
C -3.77 -2.09 -3.39
C -3.21 -1.80 -2.01
O -3.69 -2.70 -1.03
C -3.61 -2.24 0.28
N -3.01 -3.14 -4.09
H -5.61 -2.38 -4.43
H -5.86 -1.68 -2.79
H -5.47 -3.37 -2.98
H -3.64 -1.14 -3.92
H -3.52 -0.79 -1.72
H -2.11 -1.74 -1.98
H -2.64 -2.47 0.75
H -4.37 -2.77 0.86
H -3.72 -1.15 0.39
H -3.12 -3.96 -3.49
H -3.43 -3.31 -5.00
C -4.24 -0.17 5.96
C -2.79 -0.41 5.55
C -2.68 -1.41 4.42
O -1.34 -1.91 4.42
C -0.99 -2.83 3.38
N -2.13 0.88 5.22
H -4.93 -0.09 5.12
H -4.36 0.71 6.59
H -4.57 -0.98 6.63
H -2.23 -0.81 6.40
H -2.88 -0.98 3.43
H -3.36 -2.25 4.61
H -1.73 -3.62 3.33
H -0.04 -3.26 3.70
H -0.84 -2.26 2.46
H -2.30 1.51 5.99
H -2.73 1.35 4.52
C 4.27 2.46 -4.04
C 4.75 1.02 -3.95
C 5.31 0.61 -2.59
O 5.94 -0.65 -2.76
C 6.50 -1.16 -1.58
N 3.67 0.14 -4.42
H 5.08 3.12 -3.71
H 3.38 2.71 -3.46
H 4.06 2.66 -5.09
H 5.62 0.89 -4.61
H 4.44 0.40 -1.94
H 5.97 1.37 -2.16
H 7.39 -0.58 -1.28
H 6.80 -2.18 -1.78
H 5.91 -1.06 -0.66
H 4.02 -0.81 -4.26
H 2.91 0.17 -3.73
*
```

For the molecular weight, the calculation gives 961.14 g mol⁻¹. The HOMO energy is -10.08 eV. As for the largest force on an atom: 2.51 eV Å⁻¹. The LUMO energy comes out at -2.9342 eV. The orbital gap is 7.1 eV.

***

[2]
ORCA calculation (ωB97M-V with the def2-TZVPD basis set) on a structure of composition C42H105N7 at a distorted geometry.

```
! RIJCOSX wB97M-V def2-TZVPD def2/J DEFGRID3
* xyz 0 1
C 2.87 17.29 9.52
C 1.67 18.30 9.75
N 2.07 19.73 9.93
C 3.26 20.01 10.75
C 3.18 19.63 12.23
C 0.94 20.64 10.03
C 1.38 22.10 9.84
H 3.54 17.30 10.38
H 3.38 17.53 8.60
H 2.53 16.26 9.41
H 1.10 18.19 8.83
H 1.12 18.10 10.67
H 4.17 19.56 10.36
H 3.38 21.10 10.75
H 2.57 20.31 12.83
H 2.80 18.62 12.38
H 4.17 19.75 12.67
H 0.52 20.57 11.03
H 0.14 20.48 9.31
H 0.59 22.86 9.82
H 1.99 22.21 8.95
H 1.95 22.50 10.68
C 6.07 18.51 16.97
C 5.48 17.89 15.69
N 6.50 17.30 14.74
C 7.23 16.24 15.46
C 7.72 15.12 14.52
C 7.48 18.24 14.11
C 6.79 19.19 13.05
H 6.37 17.67 17.59
H 5.41 19.18 17.53
H 6.95 19.11 16.74
H 4.85 17.08 16.09
H 4.84 18.65 15.26
H 8.09 16.59 16.02
H 6.50 15.77 16.11
H 8.71 15.28 14.10
H 7.75 14.19 15.09
H 6.99 14.81 13.77
H 8.33 17.81 13.57
H 7.91 18.81 14.93
H 5.99 18.68 12.53
H 7.49 19.55 12.29
H 6.41 20.06 13.58
C 2.34 20.72 18.34
C 3.35 19.84 17.63
N 2.93 18.80 16.63
C 2.07 17.81 17.29
C 2.37 16.50 16.57
C 2.30 19.42 15.46
C 3.18 20.30 14.65
H 1.54 21.11 17.69
H 2.84 21.51 18.89
H 1.81 20.03 18.99
H 4.08 20.47 17.11
H 3.88 19.22 18.36
H 2.27 17.77 18.36
H 1.00 17.98 17.41
H 2.04 15.59 17.08
H 1.87 16.42 15.60
H 3.44 16.31 16.52
H 1.40 19.93 15.79
H 1.90 18.63 14.83
H 2.59 20.61 13.79
H 4.05 19.79 14.22
H 3.55 21.20 15.15
C 3.82 11.43 16.47
C 3.42 10.21 15.58
N 3.59 10.32 14.12
C 3.01 9.17 13.45
C 3.31 9.00 11.94
C 3.29 11.63 13.44
C 1.79 12.00 13.55
H 4.91 11.49 16.45
H 3.63 11.35 17.54
H 3.36 12.39 16.21
H 3.92 9.36 16.03
H 2.36 10.10 15.82
H 1.92 9.11 13.51
H 3.41 8.31 13.97
H 3.12 8.01 11.52
H 4.38 9.05 11.77
H 2.71 9.75 11.43
H 3.89 12.37 13.97
H 3.68 11.69 12.43
H 1.09 11.23 13.24
H 1.58 12.40 14.54
H 1.47 12.78 12.85
C 0.41 15.74 12.54
C 1.75 16.45 12.49
N 2.58 16.13 13.65
C 3.25 14.84 13.34
C 3.72 14.19 14.68
C 3.39 17.24 14.12
C 4.68 17.56 13.27
H -0.14 16.14 11.69
H -0.15 15.99 13.45
H 0.44 14.67 12.39
H 2.27 16.19 11.57
H 1.57 17.53 12.51
H 2.61 14.07 12.91
H 4.03 15.03 12.61
H 4.46 14.81 15.19
H 2.86 14.15 15.35
H 4.05 13.20 14.38
H 3.65 16.92 15.13
H 2.78 18.12 14.31
H 5.16 16.66 12.90
H 5.46 17.94 13.93
H 4.45 18.15 12.38
C 0.83 14.56 9.12
C 1.66 14.14 10.39
N 3.04 13.89 10.03
C 3.77 12.98 10.94
C 3.09 11.60 10.94
C 3.89 15.04 9.65
C 4.33 16.02 10.70
H 1.14 15.53 8.71
H -0.26 14.55 9.15
H 0.95 13.77 8.38
H 1.67 14.93 11.14
H 1.16 13.31 10.88
H 4.82 12.96 10.67
H 3.77 13.45 11.92
H 2.59 11.31 10.01
H 3.82 10.85 11.23
H 2.35 11.57 11.73
H 3.50 15.67 8.84
H 4.75 14.50 9.24
H 4.81 15.52 11.55
H 3.56 16.69 11.09
H 5.13 16.67 10.34
C 0.88 20.01 12.30
C 0.54 18.84 13.20
N -0.25 19.24 14.41
C -1.56 19.85 14.27
C -2.77 18.99 14.09
C -0.07 18.24 15.47
C -0.58 18.74 16.86
H -0.05 20.32 11.83
H 1.39 19.62 11.41
H 1.52 20.79 12.70
H 0.04 18.03 12.67
H 1.50 18.45 13.55
H -1.63 20.41 15.20
H -1.52 20.58 13.46
H -2.76 18.11 14.74
H -3.74 19.45 14.28
H -2.85 18.61 13.08
H 0.98 17.95 15.54
H -0.70 17.38 15.22
H -1.64 18.99 16.77
H 0.09 19.56 17.12
H -0.46 17.98 17.62
*
```

The value obtained for the relative energy (zero: lowest compared OMol25 entry of this formula, charge and spin) is 30.463 eV. For the molecular weight, the calculation gives 708.35 g mol⁻¹. The HOMO energy is -7.44 eV. As for the largest force on an atom: 6.27 eV Å⁻¹. The LUMO energy comes out at 0.7087 eV. The orbital gap is 8.2 eV.

***

The lowest molecular weight belongs to which entry?
C42H105N7